[1]
C3H8N4O | ωB97M-V/def2-TZVPD

```
16
Properties=species:S:1:pos:R:3
C 1.5171 0.0511 0.6065
C 0.2050 0.3284 -0.0041
C -1.7577 -1.3435 -0.1398
H 2.8471 0.7768 -0.8615
H 3.3865 -0.5465 0.1762
H 1.7163 1.0242 1.0336
H 1.6241 -0.7377 1.6001
H -0.1703 -1.3649 -1.4518
H -1.6135 -2.4370 -0.2481
H -2.9273 0.4095 0.1670
H -1.9690 2.5065 0.3715
N 2.5175 -0.3769 -0.5006
N -0.5785 -0.5656 -0.8919
N -2.6652 -0.8303 0.5340
N -0.5303 1.4498 0.3331
O -1.6019 1.6560 -0.7241
```

Summary:
DFT total energy   -413.04069 a.u.
Relative energy (zero: lowest compared OMol25 entry of this formula, charge and spin)   235.54 kcal per mole
Orbital gap   8.787 eV
Net charge   0

---

[2]
C2H13O4S | ωB97M-V/def2-TZVPD

```
20
Properties=species:S:1:pos:R:3
C -1.2512 0.3302 -1.8430
C -0.3590 0.8923 -0.7305
S -1.3841 1.7343 0.5785
H -2.3642 0.5512 -1.7275
H -1.1289 -0.7760 -1.8749
H -1.0085 0.6815 -2.8835
H 0.1183 1.7913 -1.1146
H 0.1966 0.0205 -0.3603
H -1.5895 -1.4154 1.5471
H -1.6760 0.0057 1.9715
O -1.2774 -0.9153 2.2551
H 1.2389 -0.1380 -2.0506
H 1.6277 -1.2409 -1.3370
O 1.7115 -0.9443 -2.2476
H 0.6695 1.7732 2.0496
H 0.8609 0.2034 2.3221
O 1.2313 1.0773 2.5605
H 2.1851 -0.9224 0.9403
H 0.6929 -1.2134 1.1837
O 1.5061 -1.4951 0.7611
```

Summary:
DFT total energy   -783.17372 a.u.
Relative energy (zero: lowest compared OMol25 entry of this formula, charge and spin)   30.15 kcal per mole
Orbital gap   7.279 eV
Net charge   -1

---

[3]
C2H4N3O | ωB97M-V/def2-TZVPD

```
10
Properties=species:S:1:pos:R:3
C 0.9085 -0.7171 -0.0008
C -2.1073 0.7063 0.2183
N -1.0350 0.9943 -0.2808
N 0.2514 -1.4743 -0.5705
N 1.7590 0.0722 0.4348
O -2.9122 0.0401 0.7262
H -0.6142 1.9156 -0.5505
H -0.2620 -2.1037 -1.3055
H 1.5708 1.0333 0.3587
H 2.4410 -0.4666 0.9701
```

Summary:
DFT total energy   -317.79698 a.u.
Relative energy (zero: lowest compared OMol25 entry of this formula, charge and spin)   28.10 kcal per mole
Orbital gap   11.195 eV
Net charge   +1

---

[4]
C4H8N2O2 | ωB97M-V/def2-TZVPD

```
16
Properties=species:S:1:pos:R:3
C -0.4097 0.2632 0.2585
C 2.0213 -0.7444 -0.1101
C -2.5458 -1.0223 -0.1120
C 1.5735 1.6934 0.0351
N -1.0938 -0.7635 -0.3145
N 1.0644 0.2949 -0.0260
O -1.0123 1.1201 0.8075
O 1.6825 -1.9317 0.0684
H 3.0222 -0.3106 -0.2610
H -2.7996 -1.9196 -0.5650
H -2.7630 -1.1700 0.9661
H -3.0791 -0.0566 -0.4277
H 1.5403 2.0772 1.1839
H 2.5867 1.6669 -0.3850
H 0.7906 2.3696 -0.3909
H -0.5780 -1.5666 -0.7271
```

Summary:
DFT total energy   -417.03026 a.u.
Relative energy (zero: lowest compared OMol25 entry of this formula, charge and spin)   20.30 kcal per mole
Orbital gap (spin up / spin down)   6.384 / 6.514 eV
<S²>   2.01
Spin multiplicity   3
Net charge   0

---

[5]
C23H23NO5SSbSe4TeV | ωB97M-V/def2-TZVPD

```
60
Properties=species:S:1:pos:R:3
V 2.8105 1.4526 1.0407
O 3.2791 3.0732 3.3486
S 2.0525 2.6118 2.7326
O 1.2467 2.9723 4.2383
O 2.2176 1.0147 2.6731
O 2.5065 3.1721 1.1557
Se 7.4241 0.2015 -0.8994
Sb 5.3048 -0.2093 -2.0098
Se 5.6470 0.1530 -4.4012
Se 5.5063 -2.5918 -2.6012
Se 3.3383 0.5644 -0.7665
C -2.0933 -2.8821 -4.7801
C -1.3355 -1.9986 -3.8182
C -1.9670 -1.3442 -2.7727
C -1.2579 -0.5292 -1.8907
C -2.1018 0.2379 -0.9023
C 0.1584 -0.3930 -2.0449
Te 0.8716 0.9334 -0.1454
N 0.4245 2.5824 2.0103
C -0.4824 2.7843 2.8793
O -0.1540 2.9760 4.1638
C -1.9295 2.7885 2.6058
C -2.8359 2.5824 3.6451
C -4.1855 2.4570 3.3563
C -4.6303 2.5352 2.0440
C -3.7333 2.7972 1.0187
C -2.3831 2.9398 1.3027
C 0.4891 -0.8875 1.0044
C -0.3997 -0.5386 2.0350
C -0.6460 -1.4059 3.0892
C 0.0509 -2.5979 3.1473
C 0.9761 -2.9154 2.1703
C 1.2275 -2.0742 1.0828
C 2.3267 -2.4239 0.1200
C 0.7535 -0.9120 -3.1891
C 2.1383 -0.5382 -3.6387
C 0.0022 -1.7481 -4.0202
H -3.1307 -3.0125 -4.4747
H -1.6106 -3.8583 -4.8460
H -2.0795 -2.4429 -5.7796
H -3.0401 -1.4348 -2.6366
H -3.1622 0.1380 -1.1542
H -1.9072 1.3049 -0.9486
H -2.0112 -0.1173 0.1214
H -2.4643 2.5207 4.6589
H -4.8885 2.2962 4.1630
H -5.6812 2.4018 1.8216
H -4.0783 2.8959 -0.0017
H -1.6790 3.2129 0.5279
H -0.8812 0.4261 2.0407
H -1.3550 -1.1274 3.8592
H -0.0911 -3.2645 3.9894
H 1.5600 -3.8241 2.2586
H 2.5440 -3.4914 0.1210
H 3.2429 -1.9103 0.4168
H 2.0984 -2.1182 -0.9012
H 2.4405 0.3823 -3.1467
H 2.1710 -0.3211 -4.7078
H 2.8799 -1.3258 -3.4790
H 0.5065 -2.1699 -4.8859
```

Summary:
DFT total energy   -12777.10672 a.u.
Relative energy (zero: lowest compared OMol25 entry of this formula, charge and spin)   276.84 kcal per mole
Orbital gap (spin up / spin down)   5.544 / 5.331 eV
<S²>   3.79
Spin multiplicity   4
Net charge   -1

---

[6]
C2H8S2 | ωB97M-V/def2-TZVPD

```
12
Properties=species:S:1:pos:R:3
C -1.8442 -0.8724 1.3415
S -0.8967 0.4813 0.6187
S -0.1459 -0.1044 -1.2604
H -1.1618 -1.6340 1.7051
H -2.6243 -1.3087 0.7441
H -2.3030 -0.3948 2.2041
H -0.3483 -1.4210 -1.1112
C 3.1956 0.4235 0.1658
H 3.4220 -0.4080 -0.5007
H 3.2744 1.3321 -0.4232
H 3.8802 0.3965 1.0075
H 2.2003 0.2299 0.5052
```

Summary:
DFT total energy   -877.34296 a.u.
Relative energy (zero: lowest compared OMol25 entry of this formula, charge and spin)   9.89 kcal per mole
Orbital gap   8.780 eV
SMILES   CSS.C
Net charge   0

---

[7]
C80H216N14O26 | ωB97M-V/def2-TZVPD

```
336
Properties=species:S:1:pos:R:3
C 2.9157 -3.7620 2.6103
C 4.1649 -2.8681 2.3684
O 4.2004 -1.8271 3.3934
H 2.8641 -4.6120 1.9299
H 2.0380 -3.1240 2.5068
H 2.7885 -4.0362 3.6575
H 4.0269 -2.5232 1.3437
H 5.0420 -3.5130 2.4215
H 4.9474 -1.2893 3.1209
C 5.0957 3.4827 2.5601
C 5.8133 4.6089 1.8573
O 7.0036 4.0598 1.3105
H 4.0538 3.6993 2.7960
H 5.5687 3.2478 3.5136
H 5.0760 2.6059 1.9127
H 6.0158 5.3608 2.6201
H 5.2122 5.0563 1.0658
H 7.6542 4.7524 1.1741
C 7.4934 -1.4952 0.9977
C 6.5597 -0.3092 1.3640
O 6.4153 -0.2803 2.7581
H 7.6063 -1.6561 -0.0744
H 7.0250 -2.4132 1.3526
H 8.5179 -1.3558 1.3430
H 5.5982 -0.3230 0.8507
H 7.0388 0.5872 0.9704
H 7.0551 0.3458 3.1048
C -0.6182 5.5017 -0.3845
C -1.2883 4.7722 -1.4966
O -2.6569 4.7833 -1.2968
H -0.6202 4.9112 0.5317
H -1.1058 6.4508 -0.1616
H 0.4550 5.6791 -0.4542
H -0.9379 3.7479 -1.6235
H -1.0875 5.3230 -2.4154
H -2.8530 4.0420 -0.7191
C -1.0058 -2.4891 3.3851
C -1.5267 -1.3566 4.2394
O -0.5950 -0.2949 4.2206
H -0.7421 -2.0956 2.4035
H -1.7551 -3.2805 3.3627
H -0.0625 -2.9005 3.7442
H -1.7731 -1.6832 5.2497
H -2.4357 -0.9723 3.7767
H 0.2302 -0.5619 4.6320
C -3.3757 -5.1133 -5.4311
C -2.3114 -5.8049 -4.5297
O -1.5114 -4.8548 -3.8503
H -2.9696 -4.4548 -6.1990
H -4.1555 -4.4852 -5.0003
H -4.0234 -5.8353 -5.9285
H -1.6980 -6.4279 -5.1807
H -2.8393 -6.4720 -3.8482
H -2.0909 -4.5225 -3.1609
C 3.3048 5.7602 -1.8250
C 2.2915 4.8765 -2.5127
O 2.0298 3.7474 -1.7317
H 2.9784 5.9438 -0.8013
H 3.3519 6.7673 -2.2392
H 4.2524 5.2216 -1.8317
H 2.6899 4.4520 -3.4342
H 1.3201 5.3595 -2.6188
H 1.6570 3.0308 -2.2505
C 0.4803 -5.9857 0.7006
O 1.2386 -6.4686 -0.3736
C 0.7789 -6.1871 -1.6997
C 2.0148 -6.2171 -2.6250
N 2.7224 -4.9617 -2.7989
C 3.7406 -4.7174 -1.7531
C 4.3648 -3.2983 -1.9629
O 5.2069 -3.3944 -3.0880
C 5.6344 -2.1643 -3.6179
H -0.5948 -6.1008 0.5624
H 0.6521 -4.9112 0.7653
H 0.8137 -6.3857 1.6582
H 0.3047 -5.2057 -1.6991
H 0.0160 -6.9043 -2.0025
H 1.7312 -6.6158 -3.5991
H 2.7228 -6.9489 -2.2360
H 3.1281 -4.9608 -3.7239
H 4.5329 -5.4581 -1.8614
H 3.3703 -4.7371 -0.7281
H 4.8810 -3.0071 -1.0482
H 3.5759 -2.5598 -2.1060
H 6.1213 -1.5452 -2.8644
H 4.8706 -1.6256 -4.1787
H 6.3740 -2.3966 -4.3841
C 4.2824 1.3273 -1.8864
O 5.0855 1.4627 -3.0838
C 4.3520 1.9113 -4.1750
C 5.1022 1.7275 -5.5068
N 4.1417 1.6225 -6.5722
C 4.7301 1.5262 -7.9168
C 3.6170 1.8035 -8.9381
O 4.0960 1.4570 -10.2028
C 3.2277 1.7077 -11.3203
H 3.5262 0.6024 -2.1876
H 3.8413 2.2660 -1.5512
H 4.9959 0.9240 -1.1678
H 4.1183 2.9714 -4.0759
H 3.3510 1.4800 -4.1861
H 5.6840 0.8113 -5.4061
H 5.8185 2.5382 -5.6397
H 3.3972 0.9465 -6.4785
H 5.1078 0.5198 -8.0971
H 5.5752 2.1671 -8.1681
H 3.2977 2.8410 -8.8394
H 2.7381 1.2229 -8.6577
H 2.5867 0.8298 -11.2384
H 3.7619 1.7886 -12.2669
H 2.6253 2.6160 -11.3076
C 0.3062 1.1537 -3.1603
O 0.9330 2.1958 -3.8242
C 0.4826 2.3305 -5.1541
C -0.9761 2.9324 -5.2078
N -1.5511 3.1328 -6.5880
C -2.9501 3.4681 -6.4714
C -3.5480 3.6690 -7.8267
O -4.9034 4.0407 -7.6708
C -5.6656 4.0618 -8.8391
H 0.8206 0.8913 -2.2359
H 0.3121 0.2420 -3.7577
H -0.7702 1.2573 -3.0237
H 0.5861 1.3539 -5.6270
H 1.1875 2.9724 -5.6825
H -0.9900 3.8521 -4.6229
H -1.6078 2.2242 -4.6716
H -1.4620 2.2192 -7.0093
H -3.1382 4.4232 -5.9809
H -3.4560 2.6190 -6.0118
H -3.4026 2.8029 -8.4723
H -3.1040 4.4905 -8.3888
H -5.3363 4.7746 -9.5950
H -6.6524 4.4094 -8.5333
H -5.8020 3.0625 -9.2526
C -3.4145 6.2558 2.0615
O -3.8616 6.8150 3.2889
C -3.7225 8.1907 3.4507
C -4.2598 8.6074 4.8199
N -3.2834 8.3604 5.8985
C -3.8785 8.8633 7.1806
C -3.0470 8.4066 8.3798
O -2.8968 6.9566 8.2992
C -2.1146 6.4175 9.3943
H -3.3389 5.1787 2.2099
H -2.4445 6.6210 1.7239
H -4.2266 6.4703 1.3668
H -4.3944 8.6645 2.7351
H -2.6779 8.4783 3.3309
H -5.1998 8.0786 4.9775
H -4.6362 9.6290 4.7668
H -3.2074 7.3535 5.9184
H -4.8342 8.3698 7.3572
H -4.0422 9.9409 7.1944
H -3.4532 8.7326 9.3374
H -2.0649 8.8794 8.3827
H -1.5697 5.5361 9.0562
H -2.7778 6.1460 10.2156
H -1.3860 7.1338 9.7741
C 4.2215 -7.5519 1.5958
O 5.5913 -7.4584 1.1619
C 6.2512 -6.2407 1.5504
C 7.4835 -5.9850 0.6949
N 7.0386 -5.6508 -0.6684
C 8.1680 -5.5463 -1.6631
C 9.0187 -4.2855 -1.4117
O 10.2804 -4.2906 -2.0559
C 10.1919 -4.5451 -3.4659
H 4.2705 -7.5595 2.6847
H 3.7280 -8.5053 1.4074
H 3.6576 -6.6970 1.2227
H 6.5944 -6.1656 2.5822
H 5.5943 -5.3747 1.4690
H 8.1216 -6.8610 0.8115
H 8.0577 -5.1653 1.1268
H 6.4310 -6.3464 -1.0770
H 7.7248 -5.4575 -2.6550
H 8.8631 -6.3781 -1.7768
H 9.2474 -4.2639 -0.3462
H 8.4665 -3.3903 -1.6975
H 9.5423 -5.3749 -3.7444
H 11.2356 -4.7401 -3.7122
H 9.7891 -3.6660 -3.9690
C -2.7387 -5.4697 7.1046
C -3.1316 -3.9640 7.3060
C -4.2843 -3.6113 6.3134
O -3.9066 -3.6402 4.9708
C -5.0396 -3.6135 4.0348
N -3.4712 -3.7670 8.7119
H -3.6406 -6.0489 7.3027
H -1.9021 -5.7811 7.7302
H -2.4156 -5.5933 6.0710
H -2.2926 -3.3186 7.0458
H -4.6815 -2.6172 6.5186
H -5.1424 -4.2676 6.4583
H -4.7247 -3.3761 3.0187
H -5.5816 -2.6856 4.2175
H -5.6729 -4.4852 4.1996
H -2.7801 -4.2222 9.2909
H -3.3884 -2.7984 8.9862
C -5.4753 1.8425 -1.1673
C -4.1354 1.2883 -0.7061
C -3.2745 0.7288 -1.9218
O -4.0441 -0.2757 -2.5890
C -3.4461 -0.6892 -3.8335
N -3.4078 2.3029 0.1173
H -6.0657 2.2277 -0.3360
H -6.0996 1.1568 -1.7402
H -5.3919 2.6558 -1.8882
H -4.4661 0.4448 -0.1002
H -2.3307 0.2716 -1.6245
H -3.0823 1.5411 -2.6227
H -4.1305 -1.4121 -4.2777
H -2.4158 -1.0135 -3.6875
H -3.3427 0.0701 -4.6086
H -3.9652 2.6867 0.8671
H -2.6974 1.7638 0.5914
C 2.3917 1.3921 4.6799
C 2.4620 0.2412 5.7061
C 1.6406 0.5718 6.9687
O 2.0056 1.8053 7.5850
C 1.4504 2.0314 8.9398
N 2.0569 -0.9680 5.0887
H 1.3442 1.5241 4.4089
H 2.9832 1.0948 3.8139
H 2.6335 2.3499 5.1406
H 3.4657 -0.0196 6.0415
H 1.7685 -0.2572 7.6647
H 0.5851 0.5199 6.7015
H 1.9136 1.2510 9.5436
H 0.3628 2.0971 8.9694
H 1.8093 2.9567 9.3907
H 2.6916 -1.1892 4.3348
H 2.0760 -1.7747 5.6962
C -7.3207 -1.1752 -0.6415
C -7.9516 -1.8536 -1.9255
C -7.5257 -3.3476 -2.0619
O -7.8557 -3.9308 -3.3594
C -7.1206 -3.3348 -4.4780
N -9.3759 -1.8681 -1.7503
H -7.6622 -0.1464 -0.5274
H -6.2435 -1.0158 -0.6888
H -7.5706 -1.8218 0.1997
H -7.6709 -1.3334 -2.8413
H -8.0299 -3.9618 -1.3159
H -6.4599 -3.4061 -1.8409
H -7.3993 -2.3118 -4.7308
H -7.2771 -4.0115 -5.3180
H -6.0432 -3.3483 -4.3131
H -9.5867 -2.5525 -1.0380
H -9.7276 -2.3021 -2.5917
C -4.5533 0.9146 5.0121
C -4.2209 1.5351 3.6627
C -5.2092 2.6980 3.3337
O -5.0211 3.2287 2.0199
C -5.9914 4.2470 1.6919
N -2.8470 2.0444 3.7443
H -4.0731 -0.0530 5.1583
H -5.6154 0.7006 5.1306
H -4.3302 1.5399 5.8766
H -4.3449 0.8278 2.8427
H -5.0226 3.5207 4.0241
H -6.2314 2.3446 3.4690
H -7.0290 3.9132 1.6808
H -5.7415 4.6620 0.7154
H -5.9400 5.1074 2.3591
H -2.1944 1.3687 4.1154
H -2.6063 2.1962 2.7752
C -1.0615 3.8690 6.3699
C -1.6761 5.0733 5.6665
C -0.8505 5.4851 4.4335
O 0.4984 5.7621 4.7530
C 1.2872 6.0286 3.5460
N -2.9666 4.6728 5.2512
H -0.8719 3.0594 5.6652
H -1.6892 3.4905 7.1766
H -0.0678 4.1617 6.7091
H -1.7401 5.9136 6.3578
H -1.2777 6.4364 4.1163
H -1.0154 4.7643 3.6327
H 1.3006 5.1340 2.9234
H 2.2416 6.5376 3.6803
H 0.7318 6.7045 2.8958
H -3.3762 5.3190 4.5919
H -2.8937 3.8178 4.7186
C -0.2360 -2.3801 -6.4075
C 0.8918 -3.0174 -5.6824
C 2.3231 -2.4304 -5.8910
O 2.8163 -2.6288 -7.2062
C 4.1561 -2.2624 -7.4357
N 0.5111 -2.8822 -4.2904
H -0.5242 -1.3685 -6.1216
H -1.1138 -3.0260 -6.4206
H -0.0705 -2.2571 -7.4778
H 0.8904 -4.0691 -5.9687
H 3.0332 -2.7876 -5.1453
H 2.3048 -1.3671 -5.6517
H 4.3622 -1.2750 -7.0225
H 4.4328 -2.3222 -8.4883
H 4.8422 -2.7999 -6.7811
H -0.3070 -3.4295 -4.0637
H 1.1822 -3.2509 -3.6318
C 0.2958 2.3934 1.2837
C -0.1853 1.1306 0.5769
C 0.9457 0.0960 0.4303
O 0.3858 -0.8896 -0.4500
C 1.1571 -2.0483 -0.4835
N -1.3886 0.5597 1.1669
H 0.7665 2.2659 2.2585
H -0.5656 3.0099 1.5408
H 1.1105 2.9045 0.7707
H -0.4269 1.4359 -0.4412
H 1.1443 -0.3670 1.3969
H 1.8534 0.5762 0.0649
H 1.0149 -2.6411 -1.3871
H 0.8844 -2.7902 0.2670
H 2.2303 -1.8665 -0.4254
H -1.6500 -0.2993 0.7044
H -1.2349 0.3036 2.1317
C -3.1221 -2.6644 0.4124
C -2.6703 -3.8941 -0.4143
C -3.2425 -5.1954 0.0467
O -2.8546 -5.3476 1.4131
C -3.4367 -6.5294 2.0754
N -3.0125 -3.6576 -1.8051
H -2.4365 -1.8697 0.1187
H -2.7903 -2.8579 1.4324
H -4.1659 -2.3504 0.4141
H -1.5846 -3.9901 -0.4000
H -2.8766 -6.0624 -0.5034
H -4.3248 -5.2214 -0.0803
H -4.3468 -6.8634 1.5771
H -3.7040 -6.0978 3.0399
H -2.7086 -7.3402 2.0991
H -3.9956 -3.4323 -1.8588
H -2.6168 -2.7709 -2.0833
```

Summary:
DFT total energy   -5899.88688 a.u.
Orbital gap   8.536 eV
Net charge   0

---

[8]
C5H8O | ωB97M-V/def2-TZVPD

```
14
Properties=species:S:1:pos:R:3
C -0.8201 -0.3178 1.1049
C -0.1728 -1.4426 0.7206
O 0.7240 -1.5524 -0.2852
C 1.1724 -0.2465 -0.6657
C 0.0125 0.6548 -0.9754
C -0.7642 0.9840 0.3173
H -1.3434 -0.3244 2.0721
H -0.2514 -2.4453 1.1887
H 1.7518 0.2236 0.0925
H 1.7960 -0.2953 -1.5282
H 0.4727 1.5379 -1.4457
H -0.6179 0.0775 -1.7165
H -0.2405 1.6794 0.9866
H -1.7189 1.4671 0.1340
```

Summary:
DFT total energy   -270.51466 a.u.
Relative energy (zero: lowest compared OMol25 entry of this formula, charge and spin)   27.13 kcal per mole
Orbital gap   9.578 eV
SMILES   C1=COCCC1
Net charge   0

---

Which of these has the lowest DFT total energy? C23H23NO5SSbSe4TeV